[1]
Density functional theory data (wB97M-V/def2-TZVPD) for one molecule with the formula C4H7NO2.

```
14
Properties=species:S:1:pos:R:3:forces:R:3
C -2.065 -0.775 -0.830 0.7 -0.2 0.4
C -1.306 -0.055 0.004 -1.3 0.7 -0.3
C -1.357 1.436 0.249 0.4 0.1 -1.2
O -0.422 -0.674 0.878 -0.3 -0.9 -0.3
C 0.865 -0.578 0.571 1.8 1.1 0.1
N 1.310 0.141 -0.394 -0.5 -0.9 0.8
O 2.715 0.164 -0.362 0.3 0.7 -1.4
H -1.913 -1.860 -0.922 -0.1 0.6 0.2
H -2.820 -0.336 -1.481 0.3 0.1 0.3
H -0.394 1.893 -0.079 -0.8 -0.2 0.0
H -2.210 1.881 -0.269 0.3 0.0 -0.1
H -1.454 1.697 1.282 -0.1 -0.2 0.8
H 1.527 -1.020 1.338 -0.4 0.0 -0.6
H 2.924 0.665 -1.197 -0.2 -0.8 1.3
```
Positions in Å, forces in eV/Å.

Computed properties:
SMILES ... C=C(C)O/C=N/O
Kohn-Sham gap ... 10.22 eV
Multiplicity ... 1
HOMO energy ... -0.3393 hartree

---

[2]
Density functional theory data (wB97M-V/def2-TZVPD) for C4H7NO2 as an isolated structure.

```
14
Properties=species:S:1:pos:R:3:forces:R:3
O 1.010 -0.085 -1.618 -0.8 0.5 -0.3
C 0.784 0.014 1.038 0.0 -0.1 0.7
C 0.197 1.199 0.372 0.2 -0.1 0.0
N -0.429 0.546 -0.778 0.8 -0.3 -0.4
C -1.025 -0.708 -0.317 0.3 -0.2 0.0
C 0.035 -1.142 0.740 0.0 -0.1 0.2
O 0.106 -2.307 1.129 0.0 0.1 0.0
H 1.639 -0.468 -0.944 -1.3 0.7 -0.1
H 1.532 0.090 1.808 0.0 -0.1 0.1
H -0.589 1.685 0.982 -0.1 -0.1 -0.4
H 0.867 1.974 -0.005 0.0 -0.1 0.2
H -0.992 1.138 -1.411 0.7 -0.4 0.0
H -1.134 -1.378 -1.167 0.0 -0.1 0.2
H -2.002 -0.558 0.171 0.3 0.3 -0.2
```
Positions in Å, forces in eV/Å.

Computed properties:
Kohn-Sham gap (spin up / spin down) ... 6.75 / 5.54 eV
Multiplicity ... 1
HOMO energy (spin up / spin down) ... -0.2808 / -0.2641 hartree

---

[3]
Density functional theory data (wB97M-V/def2-TZVPD) for a 2-piece molecular cluster, C4H7NO2 overall.

```
14
Properties=species:S:1:pos:R:3:forces:R:3
O -0.376 -2.216 1.886 -0.2 1.1 -0.6
C -0.536 -1.032 1.832 1.3 -0.3 1.8
C -1.658 -0.069 2.193 -0.4 0.1 -0.6
C -0.623 1.033 1.992 0.0 0.2 -0.3
C 0.527 0.864 2.878 0.0 -0.4 0.3
N 0.477 0.044 1.636 -0.5 -0.3 -0.5
H -2.446 -0.093 1.430 0.1 0.1 0.3
H -2.089 -0.169 3.197 0.1 -0.1 -0.3
H -0.766 1.911 1.363 0.0 -0.2 0.2
H 1.320 1.611 2.844 -0.2 -0.3 0.0
H 0.411 0.344 3.832 0.0 0.2 -0.2
O 0.444 -0.383 -1.304 1.2 2.1 0.9
H 0.908 0.434 -0.890 -1.2 -2.2 -0.9
H -0.414 -0.052 -1.585 0.0 0.1 -0.1
```
Positions in Å, forces in eV/Å.

Computed properties:
SMILES ... O=C1C[C@H]2CN12.O
Kohn-Sham gap ... 10.35 eV
Multiplicity ... 1
HOMO energy ... -0.3547 hartree

---

Calculated relative energy (zero: lowest compared OMol25 entry of this formula, charge and spin), 3.494; 5.888; 2.943 eV (same order as the records).